[1]
Computed, not measured: a structure of composition C31H29DyN5S2, with ωB97M-V with the def2-TZVPD basis set.

Total charge: +1
Molar mass (g/mol): 698.24
Orbital gap (alpha / beta) (eV): 6.5565 / 6.7591
Lowest unoccupied orbital energy (alpha / beta) (eV): -3.479 / -3.325
2S+1: 6

Structure (XYZ):
```
68
Properties=species:S:1:pos:R:3:forces:R:3:mulliken_charge:R:1
Dy -0.509 -0.220 0.045 -0.3 -0.8 0.2 0.309
C 0.476 1.075 -2.976 0.0 -0.2 -0.1 -1.081
N 0.199 1.650 -1.646 -0.1 0.2 0.0 1.056
C 1.483 2.171 -1.124 0.3 0.1 0.4 -0.903
C 1.351 2.758 0.280 0.1 0.0 -0.7 -1.344
N 0.747 1.788 1.226 0.1 -0.2 0.1 1.379
C -0.282 2.454 2.052 -0.1 0.1 0.2 -1.136
C 1.822 1.154 1.993 0.2 -0.5 0.1 -0.849
C 2.337 1.762 3.133 -0.1 0.1 0.2 -0.368
C 3.372 1.205 3.861 0.0 0.0 -0.1 -0.947
C 3.943 0.018 3.433 0.0 0.1 0.1 -0.687
C 3.478 -0.580 2.284 -0.1 0.0 0.0 -0.904
C 2.423 -0.039 1.545 -0.1 0.3 -0.1 1.180
S 2.008 -0.903 0.065 0.3 -0.3 -0.4 -0.515
C -0.800 2.717 -1.761 -0.4 0.0 0.2 -0.434
C -0.531 3.833 -2.548 0.1 0.0 0.0 -0.313
C -1.430 4.874 -2.670 0.0 0.0 0.0 -0.984
C -2.653 4.799 -2.022 0.0 0.0 0.0 -0.715
C -2.948 3.692 -1.262 0.0 -0.1 0.0 -0.900
C -2.040 2.639 -1.103 0.2 0.0 -0.1 1.048
S -2.606 1.316 -0.083 -0.2 0.0 0.0 -0.201
H -0.462 0.884 -3.494 0.2 0.0 0.1 0.258
H 1.036 0.139 -2.858 0.0 0.1 0.0 0.225
H 1.074 1.753 -3.595 0.0 0.0 0.1 0.522
H 1.889 2.952 -1.778 -0.1 -0.1 0.0 0.509
H 2.194 1.337 -1.109 -0.2 0.2 -0.1 0.618
H 0.732 3.659 0.234 0.0 -0.1 0.1 0.685
H 2.352 3.056 0.615 -0.2 0.0 0.0 0.467
H 0.129 3.097 2.832 0.1 0.0 0.0 0.441
H -0.941 1.715 2.516 0.1 0.2 0.0 0.224
H -0.905 3.075 1.408 0.0 -0.2 0.0 0.420
H 1.936 2.703 3.473 -0.1 0.1 0.0 0.387
H 3.742 1.703 4.743 0.0 0.1 0.1 0.447
H 4.761 -0.422 3.978 0.1 -0.1 0.1 0.434
H 3.936 -1.484 1.915 0.0 -0.1 0.0 0.480
H 0.404 3.896 -3.085 0.1 0.0 0.0 0.289
H -1.185 5.735 -3.271 0.1 0.1 -0.1 0.437
H -3.377 5.593 -2.113 -0.1 0.1 0.0 0.417
H -3.897 3.599 -0.759 -0.1 0.1 0.0 0.501
C -0.319 -1.652 4.692 0.0 -0.2 -0.1 -1.114
C -0.394 -3.035 4.676 0.0 0.3 -0.2 -0.488
C -0.495 -3.675 3.453 0.0 0.2 -0.2 -0.899
C -0.504 -2.923 2.276 0.1 0.1 0.4 0.516
N -0.508 -1.574 2.299 0.0 -0.1 -0.1 0.270
C -0.411 -0.976 3.487 0.0 0.1 0.1 0.138
C -0.468 -3.583 0.952 0.1 -0.3 -0.4 0.946
C -0.161 -4.941 0.814 -0.1 0.3 -0.1 -0.830
C -0.145 -5.506 -0.450 -0.1 0.2 0.1 -0.858
C -0.418 -4.712 -1.550 0.0 0.3 0.2 -0.870
C -0.682 -3.359 -1.342 0.2 -0.4 0.3 0.837
N -0.702 -2.815 -0.117 0.0 0.0 0.0 0.131
C -1.046 -2.462 -2.456 0.0 0.3 -0.5 0.561
C -0.823 -2.775 -3.797 0.0 0.0 0.4 -0.655
C -1.375 -1.964 -4.775 -0.1 0.1 0.2 -0.589
C -2.154 -0.888 -4.387 0.0 -0.1 0.1 -0.572
C -2.241 -0.587 -3.035 -0.3 0.0 -0.1 -0.490
N -1.670 -1.326 -2.091 0.3 -0.1 0.1 -0.054
H -0.205 -1.104 5.614 0.0 0.1 0.1 0.470
H -0.377 -3.604 5.591 0.0 -0.1 0.1 0.465
H -0.582 -4.748 3.427 0.1 -0.1 -0.1 0.354
H -0.392 0.107 3.490 0.0 -0.1 0.0 0.292
H 0.081 -5.550 1.669 0.0 0.0 0.1 0.320
H 0.055 -6.561 -0.575 0.1 0.0 0.0 0.447
H -0.432 -5.135 -2.542 0.0 0.0 0.0 0.340
H -0.221 -3.624 -4.077 0.0 -0.1 0.0 0.380
H -1.214 -2.182 -5.820 0.0 0.0 -0.1 0.458
H -2.656 -0.273 -5.113 -0.1 0.1 -0.1 0.476
H -2.800 0.276 -2.686 0.1 0.0 0.0 0.565
```
Positions in Å, forces in eV/Å.


[2]
Computed, not measured: a structure of composition C31H29FN6O2ScSeSi, with ωB97M-V with the def2-TZVPD basis set.

Total charge: +1
Molar mass (g/mol): 688.61
Energy relative to the best compared isomer or geometry (same formula, charge and spin) (kJ/mol): 0.0
Orbital gap (eV): 5.4062
Lowest unoccupied orbital energy (eV): -4.707

Structure (XYZ):
```
72
Properties=species:S:1:pos:R:3:forces:R:3:mulliken_charge:R:1
Sc -0.310 -0.059 0.303 -0.2 -0.5 0.6 -0.548
C -1.897 0.645 -2.836 0.0 0.0 0.0 -1.253
O -1.319 1.123 -1.621 0.1 0.0 0.1 0.089
C -1.563 2.439 -1.269 -0.1 0.0 -0.1 0.287
C -2.546 3.232 -1.836 0.1 0.0 0.1 -0.583
C -2.669 4.550 -1.405 0.0 0.0 0.0 -0.833
C -1.825 5.067 -0.434 0.0 0.0 0.0 -0.824
C -0.843 4.266 0.131 0.0 0.0 0.0 0.104
C -0.725 2.951 -0.279 0.2 -0.1 -0.1 -0.011
N 0.228 2.015 0.216 0.1 0.6 0.0 1.542
N 1.361 2.492 0.518 0.1 -0.1 -0.1 -1.084
C 2.396 1.615 0.681 0.1 0.2 0.1 0.127
C 2.421 0.357 0.035 -0.2 0.0 -0.2 0.979
O 1.381 -0.094 -0.629 0.8 0.0 -0.1 -0.793
C 3.623 -0.403 0.035 0.0 0.1 0.0 -0.667
C 4.720 0.056 0.686 0.0 0.0 0.0 -0.917
C 4.745 1.326 1.336 0.0 0.0 0.0 0.690
C 5.911 1.791 1.977 0.0 0.0 0.0 -0.893
C 5.938 3.031 2.554 0.0 0.0 0.0 -0.651
C 4.795 3.846 2.504 0.0 0.0 0.0 -0.834
C 3.643 3.407 1.903 0.0 -0.1 0.0 -0.385
C 3.593 2.133 1.308 0.0 0.0 0.0 0.779
H -1.692 1.343 -3.647 0.0 0.0 0.0 0.475
H -2.975 0.505 -2.724 0.0 0.0 0.0 0.392
H -1.418 -0.308 -3.047 0.0 0.0 0.0 0.224
H -3.200 2.849 -2.605 0.0 0.0 0.0 0.495
H -3.435 5.175 -1.844 0.0 0.0 0.0 0.445
H -1.931 6.094 -0.116 0.0 0.0 0.0 0.434
H -0.170 4.641 0.890 0.0 0.0 0.0 0.475
H 3.614 -1.353 -0.480 0.0 0.0 0.0 0.549
H 5.620 -0.547 0.705 0.0 0.0 0.0 0.406
H 6.786 1.154 1.997 0.0 0.0 0.0 0.421
H 6.835 3.388 3.041 0.0 0.0 0.0 0.404
H 4.822 4.832 2.948 0.0 0.0 0.0 0.424
H 2.767 4.039 1.877 0.0 0.0 0.0 0.441
C -1.540 2.248 3.011 0.0 0.0 -0.1 -0.587
Si -0.318 0.966 3.635 0.0 -0.1 0.0 0.137
C -1.166 0.259 5.158 0.0 0.0 0.0 -1.385
C 1.248 1.851 4.131 0.0 0.0 0.0 -0.812
N 0.015 -0.246 2.403 0.0 -0.3 -0.5 0.877
C 0.655 -1.430 2.819 0.0 0.3 0.1 0.731
C 1.126 -1.714 4.112 0.0 0.0 0.0 -0.725
C 1.679 -2.942 4.445 0.0 0.0 -0.1 -1.118
C 1.805 -3.957 3.508 0.0 0.0 0.0 -0.514
C 1.404 -3.706 2.204 0.1 0.1 0.0 -0.877
C 0.892 -2.466 1.924 -0.1 0.0 -0.1 0.695
F 0.540 -2.195 0.606 -0.1 -0.2 0.0 -0.266
H -1.395 3.153 3.608 0.0 0.0 0.0 0.448
H -2.557 1.911 3.208 -0.1 0.0 0.0 0.224
H -1.450 2.544 1.966 -0.1 0.0 0.1 -0.242
H -1.860 1.013 5.536 0.0 0.0 0.0 0.457
H -0.483 0.019 5.972 0.0 0.0 0.0 0.401
H -1.742 -0.641 4.934 0.0 0.0 0.0 0.350
H 1.113 2.372 5.080 0.0 0.0 0.0 0.528
H 1.525 2.595 3.382 0.0 0.0 0.0 0.020
H 2.093 1.168 4.236 0.0 0.0 0.0 0.333
H 1.061 -0.959 4.878 0.0 0.0 0.1 0.305
H 2.016 -3.100 5.461 0.0 0.0 0.0 0.439
H 2.226 -4.915 3.776 0.0 0.0 0.0 0.415
H 1.516 -4.431 1.410 0.0 0.0 0.0 0.469
Se -4.224 0.891 1.199 0.0 0.0 0.0 0.343
N -5.118 -0.580 0.821 0.0 0.0 0.1 -0.816
C -4.259 -1.457 0.334 -0.1 -0.1 -0.1 0.492
C -4.515 -2.808 -0.061 0.0 0.1 0.0 -0.494
C -3.465 -3.527 -0.529 0.1 0.0 0.0 -0.856
C -2.164 -2.936 -0.654 -0.1 0.0 -0.1 -0.293
N -1.892 -1.701 -0.339 -0.2 0.1 0.3 0.087
C -2.923 -0.980 0.204 0.1 0.0 -0.2 0.721
N -2.672 0.244 0.624 -0.4 0.0 0.2 0.134
H -5.510 -3.222 0.024 0.0 0.0 0.0 0.519
H -3.586 -4.557 -0.834 0.0 0.0 0.0 0.439
H -1.348 -3.527 -1.055 0.0 0.0 0.0 0.514
```
Positions in Å, forces in eV/Å.